No. 1
Below is a molecular structure, C16H24F9KO8, with properties calculated with ωB97M-V with the def2-TZVPD basis set.

Output
HOMO-LUMO gap: 5.404 eV
energy relative to the best compared isomer or geometry (same formula, charge and spin): 0.000 eV
E_tot: -2724.7480 a.u.
lowest unoccupied orbital energy: 0.1437 hartree
net charge: -2

```
58
Properties=species:S:1:pos:R:3:forces:R:3
K -0.7759 0.2798 -0.6261 1.1 -0.1 -1.0
C -1.9623 3.2006 -2.1375 3.3 0.2 0.1
O -2.5881 2.0446 -1.5886 -2.2 -0.7 0.4
O -0.6998 2.8452 -2.3239 -1.1 1.1 -0.7
C -2.7391 3.7621 -3.3746 -0.3 -2.0 -0.4
F -4.0643 3.9561 -3.0427 0.2 0.5 -0.2
F -2.2646 4.9091 -3.8807 -0.1 0.3 0.5
F -2.7738 2.9045 -4.4215 0.0 0.0 0.1
C -3.5576 2.2422 -0.5785 -0.5 0.8 -0.1
C -4.2620 0.9421 -0.2276 0.5 -0.2 -0.9
H -3.5363 0.2236 0.1565 -0.3 0.0 0.4
H -5.1305 1.0892 0.4130 0.3 0.0 0.4
H -4.6511 0.4990 -1.1490 0.0 0.1 -0.1
H -4.3195 2.9629 -0.8993 0.0 0.0 -0.1
H -3.0801 2.7167 0.2881 0.1 -0.3 0.2
H -2.0725 4.0681 -1.4460 -0.4 0.1 0.6
C 3.2805 0.2656 0.3237 -2.2 1.4 0.1
O 4.1575 0.0343 -0.7712 1.5 0.2 0.5
O 2.0593 0.5859 -0.0818 0.2 -1.3 1.0
C 3.4817 -0.9416 1.3281 0.0 -0.5 -2.3
F 4.7230 -0.9160 1.8728 0.3 0.3 0.7
F 2.5870 -0.9207 2.3150 -0.1 -0.1 0.8
F 3.4176 -2.1704 0.7618 -0.4 0.2 0.1
C 5.3774 0.8153 -0.7222 -1.1 -1.6 -0.3
C 6.2511 0.0998 -1.7222 1.1 0.7 -1.2
H 7.3172 0.3653 -1.7578 0.0 0.2 0.7
H 6.2112 -0.9821 -1.6267 -0.3 0.0 0.1
H 5.9642 0.4147 -2.7297 -0.5 -0.5 0.0
H 5.8219 0.7896 0.2738 -0.1 0.2 0.1
H 5.0946 1.8211 -1.0291 0.4 0.3 0.1
H 3.6257 1.1137 0.9512 1.0 0.2 0.2
C -0.2600 -2.8083 -2.3154 -0.8 1.1 -2.5
O -1.1229 -2.7500 -1.1459 -0.6 -0.3 1.2
O 0.0738 -1.5994 -2.6971 0.4 -1.4 0.9
C 0.8708 -3.9120 -2.2076 0.0 1.1 1.3
F 0.3737 -5.1939 -2.1779 -0.1 0.2 -0.2
F 1.7176 -3.8633 -3.2546 -0.3 -0.1 0.4
F 1.5860 -3.7870 -1.0655 0.2 -0.2 -0.4
C -2.2064 -3.6777 -1.0401 1.8 -0.3 0.2
C -3.2759 -3.1776 -0.0832 0.1 0.5 -0.5
H -4.1559 -3.0494 -0.7143 -0.4 0.1 0.6
H -3.4529 -3.8289 0.7705 -0.1 -0.2 -0.1
H -2.9963 -2.2033 0.3201 0.0 0.0 -0.1
H -1.7676 -4.6157 -0.6843 -0.3 -0.3 0.1
H -2.6156 -3.8942 -2.0297 -0.1 0.2 -0.2
H -0.9069 -3.3247 -3.0667 -0.4 -0.3 -0.3
O -1.7065 0.9066 1.9024 -0.5 -0.2 -0.5
C -1.1089 0.9687 2.9259 0.5 0.4 1.1
O -1.5547 1.7426 3.9609 -0.4 -0.1 -0.5
C -0.6599 1.7245 5.0667 -0.7 0.4 -0.2
C 0.6341 1.0233 4.6028 -0.8 1.4 0.6
C 0.2066 0.3430 3.3095 0.1 -0.8 -0.1
H -1.1781 1.2218 5.8891 0.2 -0.1 0.0
H -0.5440 2.7743 5.3441 0.3 -0.1 0.1
H 0.8867 0.4497 5.4926 0.7 -0.6 -0.6
H 1.3417 1.8364 4.4481 0.4 -0.4 -0.1
H 0.0794 -0.7295 3.4755 -0.2 0.0 -0.2
H 0.8498 0.4035 2.4267 0.3 0.3 0.3
```
Forces are in eV/Å.

Okay, here come the Mulliken numbers, in e, for every atom:
1 K 1.099
2 C -0.030
3 O -0.262
4 O -0.870
5 C 0.743
6 F -0.313
7 F -0.288
8 F -0.290
9 C -0.180
10 C -0.951
11 H -0.041
12 H 0.384
13 H 0.356
14 H 0.345
15 H 0.283
16 H 0.068
17 C -0.427
18 O -0.157
19 O -0.612
20 C 0.837
21 F -0.338
22 F -0.210
23 F -0.317
24 C -0.180
25 C -1.218
26 H 0.385
27 H 0.288
28 H 0.263
29 H 0.290
30 H 0.306
31 H 0.036
32 C -0.084
33 O 0.020
34 O -0.822
35 C 0.769
36 F -0.323
37 F -0.267
38 F -0.247
39 C -0.487
40 C -0.734
41 H 0.286
42 H 0.286
43 H -0.042
44 H 0.303
45 H 0.376
46 H -0.022
47 O -0.406
48 C 0.191
49 O -0.429
50 C -0.389
51 C -0.555
52 C 0.602
53 H 0.238
54 H 0.279
55 H 0.307
56 H 0.283
57 H 0.257
58 H -0.389

No. 2
Below is a molecular structure, C29H24Cl2F4N3O5Re, with properties calculated with ωB97M-V with the def2-TZVPD basis set.

Output
2S+1: 4
HOMO-LUMO gap (spin up / spin down): 7.189 / 6.827 eV
energy relative to the best compared isomer or geometry (same formula, charge and spin): 0.671 eV
E_tot: -3057.8894 a.u.
lowest unoccupied orbital energy (spin up / spin down): -0.1376 / -0.1576 hartree
net charge: +1

```
68
Properties=species:S:1:pos:R:3:forces:R:3
Re 0.1089 0.5178 -0.1441 0.2 0.9 -0.5
C 3.0610 1.5488 -2.0914 0.0 0.0 -0.1
C 3.1795 1.1304 -0.6312 0.0 -0.1 0.1
N 2.2817 -0.0056 -0.2689 0.0 -0.4 -0.1
C 2.5163 -1.1632 -1.2020 -0.1 0.0 0.0
C 3.9599 -1.6218 -1.3687 0.0 0.0 0.0
C 2.5757 -0.4532 1.1394 0.0 0.0 0.0
C 1.3315 -1.0709 1.8230 0.1 -0.1 -0.1
N 0.2493 -1.1464 0.8338 0.1 -0.1 0.2
C -0.8308 -2.0159 1.0287 -0.2 -0.1 0.1
C -1.2408 -2.8586 -0.0025 0.0 0.0 0.1
F -0.5576 -2.8636 -1.1603 0.0 0.0 0.0
C -2.3226 -3.7061 0.1491 0.0 0.0 0.0
F -2.6738 -4.4870 -0.8750 0.0 0.0 0.0
C -3.0197 -3.7621 1.3391 0.1 0.1 0.0
C -2.6147 -2.9411 2.3744 0.0 0.0 -0.1
F -3.2691 -2.9578 3.5328 0.0 0.0 0.0
C -1.5476 -2.0713 2.2244 0.0 0.0 -0.1
F -1.2155 -1.2552 3.2245 0.0 0.0 0.0
H 3.3310 2.5983 -2.2007 0.0 0.0 0.0
H 2.0423 1.4333 -2.4736 0.0 0.0 0.0
H 3.7125 0.9691 -2.7430 0.0 0.0 0.0
H 2.9295 1.9469 0.0450 0.0 0.0 0.0
H 4.2069 0.8309 -0.4131 0.0 0.1 0.0
H 2.1345 -0.8607 -2.1760 0.0 0.0 0.0
H 1.8910 -1.9777 -0.8422 0.0 0.0 0.0
H 4.5648 -0.9096 -1.9274 0.0 0.0 0.0
H 3.9563 -2.5565 -1.9287 0.0 0.0 0.0
H 4.4608 -1.8232 -0.4237 0.0 0.0 0.0
H 2.9140 0.4141 1.6991 -0.1 0.0 0.0
H 3.3916 -1.1700 1.1056 0.0 0.0 0.0
H 1.0405 -0.4474 2.6687 0.0 0.0 0.0
H 1.5454 -2.0750 2.1932 0.0 0.0 0.0
H -3.8600 -4.4307 1.4592 0.0 0.0 0.0
Cl -4.2036 2.7996 0.7441 0.1 0.0 0.0
C -3.6363 2.1310 -0.7326 0.0 -0.2 0.1
C -4.3777 2.3516 -1.9117 0.0 0.0 -0.1
C -4.0052 1.7871 -3.0973 0.0 0.0 0.0
Cl -4.9445 2.0656 -4.5167 0.0 0.0 0.0
C -2.8542 0.9569 -3.1743 0.0 0.1 0.1
C -2.3967 0.3037 -4.3320 0.0 -0.1 0.0
C -1.2711 -0.4786 -4.2697 0.0 0.0 0.0
C -0.5714 -0.5834 -3.0647 0.0 0.0 0.0
N -0.9544 0.0395 -1.9595 -0.1 -0.2 -0.1
C -2.1168 0.7737 -1.9920 -0.1 0.1 0.1
C -2.5059 1.3449 -0.7506 -0.2 0.0 -0.6
O -1.7329 1.0741 0.2883 0.0 -0.1 0.3
H -5.2655 2.9661 -1.8554 0.0 0.0 0.0
H -2.9450 0.4142 -5.2578 0.0 0.0 0.0
H -0.9095 -1.0121 -5.1361 0.0 0.0 0.0
H 0.3136 -1.1982 -2.9957 0.0 0.0 0.0
O -0.1078 3.2230 2.5952 0.1 0.2 -0.1
C 0.1333 2.8643 1.4829 0.0 -0.1 -0.1
O 0.8244 1.7274 1.2132 0.1 -0.1 0.6
C -0.3188 3.5524 0.2310 0.0 0.2 0.0
C 0.1813 3.1599 -1.0095 0.1 -0.2 0.1
C -0.3406 3.6540 -2.2128 -0.1 0.1 -0.1
C -1.3668 4.5554 -2.0998 0.1 0.0 0.0
O -2.0686 5.1589 -3.0886 0.0 -0.1 0.0
C -2.9789 6.0604 -2.4473 0.0 0.0 -0.1
O -2.8626 5.8492 -1.0388 0.0 -0.1 0.1
C -1.8431 4.9775 -0.8567 0.0 0.0 -0.1
C -1.3390 4.5034 0.3269 0.0 0.0 0.0
H 1.0846 2.5540 -1.0646 0.0 0.1 0.1
H 0.0561 3.3637 -3.1765 0.0 0.0 0.0
H -3.9946 5.8291 -2.7648 0.0 0.0 0.0
H -2.6976 7.0869 -2.6868 0.0 0.0 0.0
H -1.7320 4.7914 1.2914 0.0 0.0 0.0
```
Forces are in eV/Å.

Okay, here come the Mulliken numbers, in e, for every atom:
1 Re 1.293
2 C -1.230
3 C -1.021
4 N 0.136
5 C -0.333
6 C -1.491
7 C -0.821
8 C -0.846
9 N 0.765
10 C -0.877
11 C 0.550
12 F -0.341
13 C 0.185
14 F -0.295
15 C -0.544
16 C 0.187
17 F -0.293
18 C 0.616
19 F -0.307
20 H 0.443
21 H 0.172
22 H 0.335
23 H 0.647
24 H 0.635
25 H 0.080
26 H 0.323
27 H 0.279
28 H 0.478
29 H 0.307
30 H 0.547
31 H 0.438
32 H 0.292
33 H 0.657
34 H 0.522
35 Cl -0.160
36 C 0.807
37 C -0.774
38 C 0.857
39 Cl -0.248
40 C -0.369
41 C -0.830
42 C -1.425
43 C 0.021
44 N 0.365
45 C 1.021
46 C -0.485
47 O -0.856
48 H 0.589
49 H 0.504
50 H 0.465
51 H 0.471
52 O -0.624
53 C 0.343
54 O -0.521
55 C 0.570
56 C -0.757
57 C -0.781
58 C 0.710
59 O -0.541
60 C -0.366
61 O -0.504
62 C 1.226
63 C -1.751
64 H 0.819
65 H 0.576
66 H 0.300
67 H 0.303
68 H 0.557

No. 3
Below is 2 unconnected molecules or ions with the total composition C6H14O, with properties calculated with ωB97M-V with the def2-TZVPD basis set.

Output
HOMO-LUMO gap: 9.192 eV
SMILES: C=C(CC)CC.O
energy relative to the best compared isomer or geometry (same formula, charge and spin): 2.475 eV
E_tot: -312.1641 a.u.
lowest unoccupied orbital energy: 0.0256 hartree

```
21
Properties=species:S:1:pos:R:3:forces:R:3
C 0.9162 -0.9462 -0.5958 -0.3 0.9 -1.2
C -0.2101 -0.2322 -0.5955 -1.1 0.5 2.6
C -0.3167 1.3161 -0.6857 1.8 0.1 -1.3
C 1.0725 2.0716 -0.6684 -0.7 0.0 0.8
C -1.4463 -0.8619 0.1191 1.2 0.9 1.6
C -2.7186 -0.0956 -0.2622 -0.9 -0.4 0.4
H 1.6582 -0.6846 -1.3656 0.5 -0.1 1.3
H 0.9524 -1.7184 0.1633 0.4 -0.9 -1.0
H -0.9066 1.5592 -1.5518 0.1 0.5 -0.7
H -0.8821 1.7950 0.1064 -0.2 -0.8 0.6
H 1.6871 1.7612 0.1751 -0.1 -0.5 0.1
H 1.6803 1.9730 -1.5311 0.4 -0.5 -1.0
H 1.0447 3.1548 -0.5056 -0.8 0.0 -0.2
H -1.4482 -1.9815 0.1056 -0.3 1.0 -0.7
H -1.2719 -0.6400 1.2035 -0.1 -0.2 -0.5
H -3.0101 0.6870 0.4687 0.4 -0.5 -0.3
H -2.5490 0.4318 -1.1927 -0.4 -0.2 -0.3
H -3.5960 -0.7607 -0.3270 0.3 0.3 -0.2
O 3.0431 -2.6008 2.0205 -0.5 1.3 1.6
H 3.8113 -2.0349 2.1833 0.4 -0.4 -0.6
H 2.4898 -2.1932 2.7360 0.1 -0.9 -1.0
```
Forces are in eV/Å.

Okay, here come the Mulliken numbers, in e, for every atom:
1 C -0.897
2 C 0.519
3 C -0.372
4 C -1.516
5 C -0.506
6 C -1.112
7 H 0.278
8 H 0.252
9 H 0.381
10 H 0.285
11 H 0.381
12 H 0.383
13 H 0.393
14 H 0.396
15 H 0.253
16 H 0.289
17 H 0.278
18 H 0.322
19 O -0.632
20 H 0.313
21 H 0.315

No. 4
Below is 2 unconnected molecules or ions with the total composition C8H16O4S2, with properties calculated with ωB97M-V with the def2-TZVPD basis set.

Output
HOMO-LUMO gap: 10.729 eV
SMILES: O=S1(=O)CCCC1.O=S1(=O)CCCC1
energy relative to the best compared isomer or geometry (same formula, charge and spin): 3.538 eV
E_tot: -1411.5791 a.u.
lowest unoccupied orbital energy: 0.0106 hartree

```
30
Properties=species:S:1:pos:R:3:forces:R:3
O 2.5569 4.8310 0.1626 -0.6 -0.4 -1.2
S 2.2789 3.4100 0.1216 2.4 0.9 4.2
O 3.4229 2.5200 0.1726 -0.4 0.0 -1.0
C 1.3699 2.9850 1.5476 -5.8 0.9 -2.1
C 0.1429 2.0370 0.9846 2.9 -1.3 1.5
C -0.1141 2.4090 -0.5134 -6.4 1.4 4.8
C 1.1159 2.8600 -0.9834 1.7 2.1 -4.6
H 0.8039 3.7520 2.0726 0.7 0.8 -0.3
H 2.0019 2.5540 2.1856 2.3 -2.1 2.5
H 0.6759 1.0900 0.9716 -0.2 -0.6 -0.3
H -0.5531 1.8350 1.8406 -0.2 0.8 -1.4
H -0.8491 3.3570 -0.4304 1.3 -2.0 -0.5
H -0.6881 1.6450 -1.0674 0.7 0.3 0.2
H 0.8849 3.7270 -1.5854 0.5 0.3 -0.7
H 1.5909 2.1610 -1.6004 1.0 -1.1 -1.0
O 0.7599 -3.5530 1.4626 -1.7 1.1 0.2
S -0.2081 -2.5890 0.9036 2.1 -1.0 0.8
O -0.3261 -1.2870 1.4646 -0.1 1.5 0.8
C 0.1839 -2.5170 -0.7794 4.1 0.5 0.5
C -1.1111 -2.4940 -1.5224 0.8 1.2 -4.7
C -2.2641 -2.7430 -0.6294 -1.3 -4.9 -3.6
C -1.7971 -3.2820 0.5666 2.8 -2.6 5.5
H 0.9899 -3.3490 -0.8054 -1.9 0.8 -0.9
H 0.8969 -1.6230 -0.8004 -1.3 -0.7 -0.5
H -1.2761 -1.3960 -1.9844 0.6 -2.8 0.4
H -1.0501 -3.3600 -2.3414 -0.3 2.3 1.4
H -2.9451 -3.5480 -1.1164 0.8 1.4 0.6
H -2.8561 -1.9820 -0.4284 -2.6 4.0 0.6
H -1.2701 -4.2470 0.6506 -1.5 -0.9 -1.0
H -2.3661 -3.2040 1.4816 -0.5 0.1 0.1
```
Forces are in eV/Å.

Okay, here come the Mulliken numbers, in e, for every atom:
1 O -0.673
2 S 1.149
3 O -0.676
4 C -0.874
5 C -0.534
6 C -0.483
7 C -0.606
8 H 0.347
9 H 0.532
10 H 0.149
11 H 0.415
12 H 0.223
13 H 0.261
14 H 0.355
15 H 0.420
16 O -0.719
17 S 1.053
18 O -0.582
19 C -0.626
20 C -0.221
21 C -0.785
22 C -0.665
23 H 0.347
24 H 0.284
25 H 0.136
26 H 0.269
27 H 0.239
28 H 0.447
29 H 0.322
30 H 0.496

No. 5
Below is 5 unconnected molecules or ions with the total composition C14H18Cl12O4, with properties calculated with ωB97M-V with the def2-TZVPD basis set.

Output
HOMO-LUMO gap: 9.366 eV
SMILES: CCOC1=C([C@@H](C)CC)C(=O)OC1=O.ClC(Cl)Cl.ClC(Cl)Cl.ClC(Cl)Cl.ClC(Cl)Cl
E_tot: -6367.3925 a.u.
lowest unoccupied orbital energy: -0.0288 hartree

```
48
Properties=species:S:1:pos:R:3:forces:R:3
C -2.3597 2.6876 0.7282 0.2 -0.5 0.7
C -1.0008 1.8357 0.8808 -1.4 -0.5 1.0
O 0.0078 2.1396 -0.1208 -1.6 0.6 -1.8
C -0.5514 2.1413 -1.4234 -0.6 -2.3 -1.7
C -0.8499 0.9999 -2.2143 0.6 2.7 1.0
C -0.6504 -0.5610 -1.9719 -0.4 -0.1 -0.6
C 0.4680 -0.9350 -0.8843 0.8 0.1 -0.6
C -2.0913 -1.2972 -1.7250 0.4 -0.7 -0.1
C -2.2793 -1.8707 -0.2417 -1.4 0.0 -0.4
C -1.4883 1.6020 -3.5470 -0.6 -3.9 -0.2
O -2.1112 0.8483 -4.3260 2.4 4.0 2.2
O -1.2420 3.0035 -3.6380 -0.8 -1.5 1.7
C -0.9691 3.4260 -2.3022 0.4 2.8 1.9
O -1.0670 4.6263 -1.9547 0.5 -5.1 -1.6
H -2.7129 2.9657 1.7844 0.4 -0.3 -1.6
H -3.1430 1.9878 0.2805 0.9 1.3 0.4
H -2.2277 3.6537 0.1313 -0.1 -1.5 0.8
H -1.2862 0.7215 0.7997 0.5 1.6 0.0
H -0.5629 1.9650 1.9398 -0.2 0.1 -2.0
H -0.2767 -0.9956 -2.9772 -0.6 0.9 1.5
H 0.4242 -0.3356 0.0831 -0.1 -0.9 -1.4
H 1.4926 -0.7224 -1.3783 -1.5 -0.2 0.9
H 0.4965 -2.0559 -0.6126 -0.4 1.9 -0.7
H -2.9625 -0.6269 -2.0523 1.3 -0.9 0.7
H -2.1276 -2.2108 -2.4337 0.1 1.5 1.1
H -3.2721 -2.4686 -0.2506 1.5 0.9 0.1
H -1.4800 -2.6211 0.0823 -1.1 1.4 -0.5
H -2.4482 -1.0281 0.5224 0.6 -1.3 -1.0
Cl 1.9956 -2.6544 1.4991 -0.1 -0.2 0.3
C 0.6363 -3.3123 2.4197 0.0 0.0 -0.1
Cl -0.4831 -2.0224 2.8854 0.1 -0.1 0.1
Cl -0.2019 -4.5583 1.4845 -0.3 0.4 0.1
H 1.0269 -3.7705 3.3267 -0.1 0.1 -0.2
Cl 5.6970 0.5678 2.5437 0.1 -0.2 0.0
C 6.0420 -1.1646 2.4466 0.0 0.1 0.0
Cl 4.8108 -2.0935 3.3134 0.3 0.1 0.0
Cl 6.1388 -1.6860 0.7584 0.0 0.0 0.1
H 7.0054 -1.3489 2.9179 -0.2 0.0 -0.1
Cl 2.4045 -5.9140 -0.5100 0.1 -0.1 0.1
C 3.0361 -6.6663 0.9620 0.0 0.0 0.0
Cl 4.3255 -5.6768 1.6615 -0.1 -0.1 -0.1
Cl 1.7390 -6.9209 2.1400 0.4 -0.4 0.0
H 3.4534 -7.6360 0.6981 -0.1 0.2 0.1
Cl -0.7807 8.4784 -0.4672 -0.1 -0.1 0.0
C -2.2768 7.5345 -0.4435 0.0 0.0 -0.1
Cl -2.2819 6.4118 0.9240 0.0 0.1 -0.1
Cl -3.6858 8.6035 -0.3760 0.1 -0.1 0.0
H -2.3302 6.9539 -1.3628 0.1 0.1 0.2
```
Forces are in eV/Å.

Okay, here come the Mulliken numbers, in e, for every atom:
1 C -0.690
2 C 0.479
3 O -0.524
4 C 0.815
5 C -0.173
6 C 0.730
7 C -1.076
8 C -0.572
9 C -0.734
10 C -0.188
11 O -0.526
12 O -0.237
13 C 0.337
14 O -0.508
15 H 0.362
16 H 0.268
17 H -0.066
18 H -0.515
19 H 0.398
20 H 0.432
21 H 0.246
22 H 0.368
23 H 0.176
24 H 0.341
25 H 0.275
26 H 0.406
27 H 0.003
28 H 0.149
29 Cl -0.088
30 C -0.060
31 Cl -0.094
32 Cl -0.141
33 H 0.401
34 Cl -0.118
35 C 0.011
36 Cl -0.097
37 Cl -0.117
38 H 0.316
39 Cl -0.088
40 C -0.082
41 Cl -0.082
42 Cl -0.112
43 H 0.376
44 Cl -0.137
45 C 0.227
46 Cl -0.132
47 Cl -0.136
48 H 0.178

Which value of E_tot does entry 1 give?
-2724.7480 a.u.

E_tot of number 1 (C16H24F9KO8)?
-2724.7480 a.u.

Copy entry 3 word for word.
Below is 2 unconnected molecules or ions with the total composition C6H14O, with properties calculated with ωB97M-V with the def2-TZVPD basis set.

Output
HOMO-LUMO gap: 9.192 eV
SMILES: C=C(CC)CC.O
energy relative to the best compared isomer or geometry (same formula, charge and spin): 2.475 eV
E_tot: -312.1641 a.u.
lowest unoccupied orbital energy: 0.0256 hartree

```
21
Properties=species:S:1:pos:R:3:forces:R:3
C 0.9162 -0.9462 -0.5958 -0.3 0.9 -1.2
C -0.2101 -0.2322 -0.5955 -1.1 0.5 2.6
C -0.3167 1.3161 -0.6857 1.8 0.1 -1.3
C 1.0725 2.0716 -0.6684 -0.7 0.0 0.8
C -1.4463 -0.8619 0.1191 1.2 0.9 1.6
C -2.7186 -0.0956 -0.2622 -0.9 -0.4 0.4
H 1.6582 -0.6846 -1.3656 0.5 -0.1 1.3
H 0.9524 -1.7184 0.1633 0.4 -0.9 -1.0
H -0.9066 1.5592 -1.5518 0.1 0.5 -0.7
H -0.8821 1.7950 0.1064 -0.2 -0.8 0.6
H 1.6871 1.7612 0.1751 -0.1 -0.5 0.1
H 1.6803 1.9730 -1.5311 0.4 -0.5 -1.0
H 1.0447 3.1548 -0.5056 -0.8 0.0 -0.2
H -1.4482 -1.9815 0.1056 -0.3 1.0 -0.7
H -1.2719 -0.6400 1.2035 -0.1 -0.2 -0.5
H -3.0101 0.6870 0.4687 0.4 -0.5 -0.3
H -2.5490 0.4318 -1.1927 -0.4 -0.2 -0.3
H -3.5960 -0.7607 -0.3270 0.3 0.3 -0.2
O 3.0431 -2.6008 2.0205 -0.5 1.3 1.6
H 3.8113 -2.0349 2.1833 0.4 -0.4 -0.6
H 2.4898 -2.1932 2.7360 0.1 -0.9 -1.0
```
Forces are in eV/Å.

Okay, here come the Mulliken numbers, in e, for every atom:
1 C -0.897
2 C 0.519
3 C -0.372
4 C -1.516
5 C -0.506
6 C -1.112
7 H 0.278
8 H 0.252
9 H 0.381
10 H 0.285
11 H 0.381
12 H 0.383
13 H 0.393
14 H 0.396
15 H 0.253
16 H 0.289
17 H 0.278
18 H 0.322
19 O -0.632
20 H 0.313
21 H 0.315

Among the records above, which one has the lowest E_tot?
C14H18Cl12O4